9
Properties=species:S:1:pos:R:3:nbo_charge:R:1 method="wB97M-V/def2-TZVPD" e_lumo_ha=0.0218 fmax_ha_per_bohr=0.102 e_homo_ha=-0.3513 orbital_gap_ev=10.2 e_tot_ev=-30919.39802 de_lowest_ev=1.917
F -0.7061 -1.9963 -0.6936 -0.293
C -1.0311 -0.9793 0.1044 0.263
C -0.3832 0.1338 0.3657 -0.217
Cl -1.1172 1.5684 0.5712 0.082
C 1.0497 0.4535 -0.0485 -0.431
Cl 1.0882 0.8521 -1.8317 -0.044
H -1.9227 -0.9178 0.5275 0.156
H 1.7451 -0.4715 0.2459 0.238
H 1.2772 1.3571 0.7591 0.244